No. 1
C23H40BCl12I2N2O9P | ωB97M-V with the def2-TZVPD basis set

Summary:
Total energy in eV: -222332.34918
HOMO energy in eV: -8.03

```
90
Properties=species:S:1:pos:R:3:mulliken_charge:R:1
C -2.43 -4.84 1.31 -0.538
C -3.90 -4.87 0.58 -0.266
O -3.87 -4.75 -0.88 -0.360
C -4.02 -3.32 -1.30 0.303
O -5.19 -2.65 -1.22 -0.558
C -2.59 -2.62 -1.83 0.655
C -2.84 -1.05 -2.35 -0.787
C -1.49 -0.13 -2.38 0.213
C -0.77 0.23 -0.98 -0.600
B -1.88 0.20 0.22 0.704
C -2.11 -0.89 1.41 0.305
O -2.89 1.32 0.18 -0.845
O -0.58 1.73 -1.08 -0.112
C 0.23 2.03 0.14 -0.563
O -0.11 3.18 0.71 -0.664
C 1.32 0.84 0.56 1.959
C 1.16 0.32 2.11 -1.290
N 0.05 1.06 2.90 0.049
C -0.18 0.22 4.17 -0.624
C 2.77 1.57 0.51 -1.261
I 4.51 0.27 1.04 0.200
C 2.95 2.86 1.55 0.278
C 3.35 4.26 0.81 -0.792
I 4.60 2.45 3.00 -0.118
C 0.84 -0.16 -0.69 0.921
C 0.82 -1.78 -0.42 0.078
C 2.27 -2.52 -0.33 -0.435
O 2.22 -3.72 -1.23 -0.540
C 2.63 -3.09 1.20 -0.478
N 1.63 -4.09 1.72 -0.573
P 1.81 -0.07 -2.35 1.049
O 1.31 1.11 -3.32 -0.818
O 1.61 -1.53 -3.34 -0.557
O 3.52 0.13 -2.24 -0.370
H -1.55 -5.26 0.62 0.134
H -2.09 -3.76 1.67 -0.007
H -2.39 -5.51 2.30 0.377
H -4.34 -5.96 0.81 0.299
H -4.62 -4.12 1.13 0.263
H -1.89 -2.66 -0.87 -0.579
H -2.06 -3.27 -2.65 0.417
H -3.12 -1.20 -3.51 0.556
H -3.80 -0.55 -1.90 0.278
H -1.84 0.91 -2.86 -0.739
H -0.82 -0.62 -3.22 0.324
H -2.73 -1.80 0.95 -0.104
H -1.16 -1.23 2.00 -0.247
H -2.84 -0.42 2.22 0.294
H -2.63 1.97 0.92 -0.353
H 2.11 0.52 2.80 0.092
H 0.97 -0.85 2.20 0.432
H 0.40 1.97 3.26 0.315
H 0.75 -0.48 4.38 0.243
H -0.44 0.91 5.11 0.319
H -1.12 -0.50 4.05 0.175
H 2.90 2.04 -0.58 0.460
H 2.01 3.03 2.23 0.166
H 3.71 4.07 -0.30 0.279
H 4.29 4.73 1.37 0.301
H 2.50 5.06 0.86 0.231
H 0.22 -2.32 -1.29 0.442
H 0.24 -2.10 0.57 -0.108
H 3.20 -1.92 -0.66 0.401
H 2.77 -3.49 -2.03 0.330
H 2.72 -2.17 1.95 0.028
H 3.73 -3.55 1.10 0.281
H 2.22 -4.83 2.21 0.322
H 1.14 -4.62 0.97 0.236
H 2.53 -1.81 -3.70 0.311
H 3.98 -0.12 -3.11 0.359
C -4.72 3.80 2.10 0.216
Cl -5.56 2.96 3.42 -0.148
Cl -5.33 5.45 1.93 -0.134
Cl -2.97 3.80 2.38 -0.118
H -4.92 3.26 1.17 0.150
C -3.37 1.99 -5.63 -0.220
Cl -4.20 1.16 -4.30 -0.033
Cl -3.98 3.64 -5.80 -0.092
Cl -1.61 2.00 -5.35 -0.019
H -3.57 1.45 -6.56 0.408
C 8.60 0.75 1.91 0.283
Cl 9.95 0.54 3.03 -0.126
Cl 9.16 1.43 0.38 -0.115
Cl 7.77 -0.79 1.64 -0.134
H 7.89 1.45 2.36 0.036
C -2.08 5.02 -1.90 0.699
Cl -1.28 6.35 -2.75 -0.169
Cl -3.46 5.62 -0.96 -0.102
Cl -2.61 3.77 -3.04 -0.059
H -1.37 4.56 -1.21 -0.414
```

No. 2
C4H8ClN | ωB97M-V with the def2-TZVPD basis set

Summary:
Total energy in eV: -18286.15106
HOMO energy in eV: -8.64

```
14
Properties=species:S:1:pos:R:3:mulliken_charge:R:1
C -0.97 1.21 -1.10 -0.804
C -0.27 -0.96 -0.04 -0.578
C 0.77 -1.05 0.96 -0.048
C 0.67 0.54 0.74 -0.668
H -0.41 0.67 -2.16 0.239
H -2.18 0.92 -0.94 0.241
H -0.81 2.22 -0.89 0.366
H -1.27 -1.68 0.09 0.214
H 0.06 -1.28 -1.11 0.280
H 0.45 -1.23 1.89 0.392
H 0.35 1.03 1.79 0.265
H 1.72 0.84 0.26 0.306
N -0.57 0.41 0.05 0.022
Cl 2.47 -1.65 0.46 -0.228
```

No. 3
C20H27BrFNO2S7SbTc | ωB97M-V with the def2-TZVPD basis set

Summary:
Charge: +2
Total energy in eV: -184090.59148
HOMO energy (alpha / beta) in eV: -13.88 / -13.84

```
61
Properties=species:S:1:pos:R:3:mulliken_charge:R:1
Tc 0.17 0.12 -0.48 -0.429
C -3.67 4.33 -1.11 -1.397
C -2.39 3.67 -1.54 0.410
C -1.58 4.20 -2.55 -0.428
C -0.38 3.59 -2.90 -0.883
C -0.06 2.45 -2.22 0.260
Br 1.55 1.47 -2.49 -0.002
N -0.81 1.90 -1.28 0.735
C -1.96 2.50 -0.94 -0.734
H -3.95 5.13 -1.78 0.392
H -3.57 4.75 -0.11 0.330
H -4.49 3.61 -1.07 0.342
H -1.89 5.11 -3.06 0.432
H 0.26 3.99 -3.67 0.527
H -2.54 2.02 -0.16 0.513
S 1.14 3.20 3.98 -0.363
Sb 3.12 2.31 4.06 0.807
S 1.73 1.76 0.87 0.127
S -0.01 1.15 1.59 -0.053
S 3.20 0.89 1.95 -0.179
C 3.49 -4.85 -0.07 -0.788
O 3.05 -3.49 -0.39 -0.218
C 2.00 -3.02 0.22 0.311
S 1.08 -3.74 1.33 -0.237
S 1.87 -1.29 -0.24 -0.271
H 4.49 -4.92 -0.48 0.267
H 2.81 -5.56 -0.55 0.348
H 3.48 -4.99 1.00 0.361
F -2.58 -2.34 -5.40 -0.326
C -1.99 -1.81 -4.33 0.172
C -2.74 -0.99 -3.50 -0.522
C -2.12 -0.44 -2.39 0.374
C -0.78 -0.71 -2.11 1.218
C -0.06 -1.55 -2.97 -0.586
C -0.67 -2.10 -4.09 -0.757
H -3.78 -0.80 -3.73 0.521
H -2.71 0.19 -1.74 0.106
H 0.98 -1.79 -2.77 0.472
H -0.12 -2.75 -4.76 0.503
C -4.77 -0.23 0.56 -0.718
C -4.55 -1.14 1.77 -0.535
C -3.17 -1.00 2.41 -0.777
S -1.73 -1.70 1.61 0.427
O -1.54 -0.78 0.36 -0.066
C -2.38 -3.27 0.99 -0.969
C -2.89 -3.26 -0.45 0.802
C -2.75 -4.65 -1.07 -1.588
H -5.76 -0.38 0.14 0.431
H -4.04 -0.44 -0.22 -0.218
H -4.68 0.82 0.85 0.349
H -4.74 -2.18 1.50 0.195
H -5.28 -0.89 2.54 0.485
H -3.15 -1.47 3.40 0.538
H -2.90 0.05 2.54 0.407
H -3.14 -3.58 1.72 0.568
H -1.54 -3.95 1.08 0.442
H -2.33 -2.54 -1.03 -0.472
H -3.94 -2.95 -0.48 0.203
H -1.70 -4.96 -1.09 0.334
H -3.12 -4.65 -2.10 0.400
H -3.31 -5.40 -0.52 0.407
```

No. 4
C34H87F2N6O18S2 | ωB97M-V with the def2-TZVPD basis set

Summary:
Charge: -1
Total energy in eV: -109561.14900
HOMO energy in eV: -5.86

```
149
Properties=species:S:1:pos:R:3:mulliken_charge:R:1
N -25.75 18.91 5.32 -0.130
S -25.79 20.18 4.41 0.776
O -26.47 21.38 4.85 -0.815
O -25.78 19.95 2.99 -0.551
F -24.28 20.59 4.71 -0.320
S -27.20 18.23 4.80 0.437
O -27.11 17.07 3.96 -0.523
O -28.38 19.01 4.60 -0.469
F -27.33 17.48 6.21 -0.291
C -21.43 27.87 0.47 -0.708
O -22.68 27.70 1.15 -0.330
C -22.45 27.38 2.51 -0.260
C -23.72 26.91 3.23 -1.012
N -24.10 25.54 3.00 -0.078
C -23.20 24.53 3.53 -0.413
C -23.47 23.14 2.99 -0.149
O -22.29 22.36 3.04 -0.412
C -22.31 21.22 2.21 -0.623
H -20.93 28.72 0.96 0.299
H -21.73 28.20 -0.52 0.250
H -20.76 27.01 0.54 0.288
H -22.17 28.31 3.02 0.336
H -21.68 26.61 2.63 0.331
H -24.54 27.52 2.84 0.414
H -23.70 27.15 4.30 0.330
H -24.65 25.33 2.19 0.255
H -23.37 24.51 4.61 0.231
H -22.15 24.76 3.33 0.182
H -23.97 23.14 2.01 0.330
H -24.17 22.61 3.65 -0.129
H -23.29 20.75 2.03 0.227
H -21.76 20.47 2.79 0.220
H -21.85 21.44 1.24 0.394
C -30.29 15.89 5.48 0.007
O -31.48 16.61 5.23 -0.452
C -31.33 17.62 4.27 0.105
C -32.71 18.09 3.84 -0.345
N -32.60 19.48 3.28 -0.190
C -33.95 19.93 2.94 -0.973
C -34.86 20.19 4.13 -0.143
O -35.77 19.09 4.20 -0.388
C -36.11 18.65 5.49 -0.620
H -29.94 15.44 4.54 0.263
H -30.28 15.15 6.28 0.160
H -29.49 16.57 5.78 -0.168
H -30.67 17.27 3.46 0.250
H -30.73 18.46 4.66 -0.211
H -33.30 18.14 4.75 0.029
H -33.09 17.46 3.04 0.377
H -32.06 19.34 2.43 0.267
H -34.42 19.40 2.09 0.429
H -33.74 20.89 2.43 0.399
H -35.49 21.08 4.04 0.490
H -34.23 20.31 5.02 0.077
H -35.34 18.08 6.03 0.210
H -36.93 17.94 5.36 0.248
H -36.48 19.50 6.08 0.302
C -25.79 15.39 -2.05 -0.767
O -25.43 14.57 -0.96 -0.279
C -26.51 14.08 -0.23 -0.748
C -26.11 13.63 1.16 0.068
N -27.15 12.84 1.81 -0.397
C -27.38 13.16 3.21 -0.126
C -28.52 12.31 3.75 -0.806
O -29.72 12.86 3.21 -0.262
C -30.81 12.19 3.83 -0.802
H -26.45 14.89 -2.76 0.320
H -24.91 15.82 -2.51 0.264
H -26.38 16.21 -1.63 0.323
H -27.02 13.25 -0.74 0.357
H -27.35 14.80 -0.15 0.402
H -25.73 14.48 1.74 -0.144
H -25.33 12.88 0.98 0.165
H -28.06 12.95 1.37 0.287
H -27.61 14.22 3.38 0.046
H -26.47 13.03 3.81 0.426
H -28.43 12.33 4.84 0.493
H -28.45 11.28 3.39 0.388
H -31.09 11.26 3.34 0.287
H -31.69 12.83 3.74 0.241
H -30.58 12.06 4.89 0.335
C -32.25 21.33 8.17 -0.767
O -31.06 21.41 7.43 -0.349
C -31.32 21.70 6.06 0.096
C -30.05 21.88 5.26 -0.464
N -28.96 22.66 5.79 0.228
C -29.14 24.09 5.81 -0.299
C -27.81 24.79 6.04 -0.608
O -27.75 25.93 6.87 -0.410
C -28.04 25.71 8.22 -0.723
H -32.59 22.37 8.29 0.306
H -32.14 20.86 9.14 0.289
H -33.09 20.84 7.65 0.199
H -32.06 22.51 5.98 0.464
H -31.92 20.90 5.61 -0.160
H -30.42 22.42 4.36 0.238
H -29.66 20.95 4.85 0.027
H -28.07 22.30 5.48 0.333
H -29.71 24.36 6.71 0.202
H -29.58 24.49 4.89 0.239
H -27.37 25.13 5.09 0.368
H -27.01 24.09 6.32 0.290
H -27.85 26.58 8.84 0.268
H -27.36 24.95 8.64 0.308
H -29.03 25.29 8.41 0.266
C -32.04 14.93 13.09 -0.766
O -31.16 15.47 12.14 -0.329
C -30.84 14.56 11.10 -0.654
C -30.28 15.27 9.86 -0.438
N -28.90 15.70 10.01 -0.259
C -28.00 14.98 9.10 -0.346
C -26.57 15.11 9.59 -0.626
O -26.46 14.39 10.83 -0.377
C -25.49 14.95 11.66 -0.755
H -31.89 15.37 14.08 0.257
H -31.96 13.85 13.20 0.342
H -33.08 15.18 12.85 0.261
H -31.76 14.06 10.75 0.458
H -30.14 13.82 11.51 0.394
H -30.94 16.13 9.69 0.253
H -30.48 14.56 9.06 0.181
H -28.52 15.37 10.90 0.273
H -28.08 15.41 8.09 0.191
H -28.23 13.91 8.96 0.308
H -26.32 16.16 9.78 0.329
H -25.79 14.73 8.93 0.435
H -25.22 14.30 12.50 0.280
H -25.88 15.87 12.11 0.319
H -24.52 15.11 11.17 0.288
C -23.18 16.77 1.18 -0.315
C -24.06 16.96 2.40 0.122
O -23.52 17.90 3.31 -0.494
O -21.81 17.10 1.51 -0.626
H -23.49 17.39 0.33 0.199
H -23.21 15.71 0.89 0.179
H -24.26 16.04 2.96 0.329
H -25.05 17.31 2.07 0.271
H -24.02 17.91 4.13 -0.035
H -21.91 17.50 2.38 0.371
C -23.48 17.21 7.23 -0.445
C -24.12 18.16 8.24 -0.589
O -24.51 19.44 7.69 -0.606
O -24.31 16.78 6.16 -0.528
H -23.08 16.32 7.72 0.466
H -22.57 17.68 6.84 0.207
H -23.63 18.35 9.19 0.381
H -25.11 17.78 8.54 0.283
H -24.98 19.28 6.86 0.576
H -24.85 17.54 5.89 0.612
```